24
Properties=species:S:1:pos:R:3:forces:R:3:nbo_charge:R:1 method="wB97M-V/def2-TZVPD" smiles=CCCNCCN.O
C -0.05508 0.95735 -2.77486 -0.3 -0.2 0.0 -0.616
C 0.27867 0.43211 -1.38148 0.5 0.4 0.2 -0.416
C -0.22080 -0.99183 -1.14116 -0.1 0.5 0.3 -0.211
N 0.38424 -1.60443 0.01996 0.0 0.0 0.2 -0.648
C -0.44102 -1.84119 1.19476 0.7 1.2 -0.1 -0.225
C -0.56774 -0.60721 2.15324 -0.2 -1.3 -0.4 -0.218
N 0.63117 0.10484 2.49745 0.0 0.4 0.0 -0.842
H 0.68701 0.68597 -3.50920 0.5 -0.1 -0.2 0.207
H -0.96602 0.47143 -3.14144 -0.2 0.3 0.1 0.202
H -0.17810 2.04494 -2.80827 -0.1 -0.2 0.0 0.205
H -0.05864 1.14718 -0.62439 -0.4 -0.4 0.1 0.195
H 1.35206 0.40372 -1.18607 0.2 0.0 -0.3 0.204
H 0.01546 -1.58407 -2.02272 -0.1 -0.1 -0.2 0.184
H -1.31048 -0.95838 -1.03209 -0.1 -0.2 -0.1 0.171
H 0.93757 -2.40324 -0.22847 0.0 -0.2 0.0 0.367
H -1.47659 -2.05942 0.91615 0.0 -0.7 0.1 0.164
H 0.06728 -2.63321 1.74853 -0.4 -0.2 0.0 0.187
H -1.32433 0.05379 1.73795 0.1 0.4 0.0 0.175
H -1.01508 -1.07073 3.03872 -0.1 0.3 0.2 0.174
H 1.41670 -0.52170 2.59603 0.1 0.0 0.0 0.351
H 0.85905 0.80311 1.79839 0.1 -0.1 0.1 0.381
O 0.56914 2.94587 0.99014 0.1 0.0 -0.1 -0.942
H 0.79317 3.12265 0.06472 -0.3 0.0 0.3 0.474
H -0.37765 3.10247 1.09412 0.2 0.0 -0.2 0.476

---

24
Properties=species:S:1:pos:R:3:forces:R:3:nbo_charge:R:1 method="wB97M-V/def2-TZVPD" smiles=CNCCCCN.O
C -0.03732 2.52404 1.45518 -0.4 0.2 0.6 -0.418
N 1.18582 1.93241 0.92973 -0.2 -0.5 0.2 -0.630
C 1.01449 0.79517 0.01564 0.2 0.6 -0.1 -0.218
C 1.10171 -0.57650 0.65917 -0.4 -0.3 0.2 -0.417
C -0.17384 -0.97665 1.42163 0.4 -0.3 -0.2 -0.415
C -1.33470 -1.34974 0.50064 0.0 0.1 0.3 -0.221
N -1.16026 -2.53439 -0.31606 -0.1 0.0 -0.3 -0.833
H -0.91896 2.23022 0.88954 0.1 0.1 -0.4 0.189
H -0.30908 2.24047 2.48637 0.4 -0.1 -0.1 0.174
H 0.03288 3.61380 1.45877 -0.1 0.0 -0.1 0.193
H 1.76636 1.63528 1.70326 0.1 0.1 -0.1 0.352
H 1.75335 0.90758 -0.78293 0.1 -0.2 0.0 0.188
H 0.04388 0.93105 -0.45620 -0.1 -0.1 -0.2 0.179
H 1.94342 -0.61879 1.34809 0.2 0.2 0.1 0.203
H 1.32420 -1.33939 -0.09306 0.0 0.0 -0.1 0.195
H -0.46262 -0.16745 2.08586 -0.1 0.2 0.1 0.203
H 0.05724 -1.83493 2.05925 -0.1 0.0 0.0 0.199
H -2.23718 -1.48991 1.08282 -0.2 -0.1 0.3 0.196
H -1.58895 -0.50230 -0.12731 0.1 0.2 -0.4 0.176
H -0.32138 -2.49524 -0.87810 0.0 -0.1 0.0 0.350
H -1.13237 -3.37550 0.24264 0.1 0.0 0.0 0.356
O -0.50649 0.22761 -4.06019 0.1 0.0 0.0 -0.932
H 0.42785 0.43705 -4.15977 0.0 0.0 0.0 0.467
H -0.60715 0.03423 -3.12337 -0.1 0.0 0.0 0.467

---

# C5H16N2O

A molecular structure, C5H16N2O (ωB97M-V/def2-TZVPD, the Open Molecules 2025 dataset).

The geometry in XYZ format:
```
24
Properties=species:S:1:pos:R:3:forces:R:3:nbo_charge:R:1
C -2.07593 0.65562 0.96595 1.8 -0.3 0.4 -0.625
C -1.70288 -0.72280 0.37947 -1.3 -1.2 -1.1 -0.238
N -0.70298 -0.69262 -0.63010 0.7 -0.2 2.3 -0.332
C 1.41991 -0.62965 -1.59564 0.5 -2.0 -0.2 -0.633
C 0.67811 -0.63108 -0.30107 -1.1 -0.4 -0.5 -0.083
C 1.14110 0.63843 0.52946 2.9 1.7 -0.6 -0.349
N 2.32447 0.47479 1.56799 -7.6 0.2 0.3 -0.619
H -1.48917 0.81028 1.88620 0.0 -0.2 -0.2 0.206
H -3.08709 0.64394 1.29278 -1.0 0.4 -0.3 0.225
H -1.71577 1.40339 0.24398 -1.0 0.1 0.1 0.263
H -1.33701 -1.38840 1.21096 0.1 0.3 -0.1 0.228
H -2.61760 -1.20493 -0.14075 1.2 0.9 0.9 0.209
H -0.91339 -0.13552 -1.47812 -0.3 1.1 -1.6 0.456
H 1.31030 0.28388 -2.12555 -0.4 0.5 -0.5 0.276
H 2.44773 -0.81060 -1.41493 1.4 0.1 0.4 0.203
H 1.13303 -1.53370 -2.14878 -0.2 0.5 -0.3 0.214
H 0.84617 -1.59196 0.28402 0.0 1.0 0.2 0.264
H 1.52905 1.31379 -0.21172 0.0 0.2 -0.7 0.249
H 0.31465 1.15303 0.97598 -0.2 -0.1 0.6 0.235
H 1.19191 -0.26107 1.73221 2.2 -0.4 2.8 0.265
H 3.02703 -0.01374 1.11476 1.6 -1.8 -1.4 0.329
H -1.16738 1.71089 -2.59299 -2.4 1.2 -2.2 0.438
H 0.04963 -0.81931 2.43780 1.0 0.0 -0.8 -0.089
O -0.60391 1.34737 -1.98190 2.3 -1.6 2.6 -1.094
```
Forces are in eV/Å.

---

24
Properties=species:S:1:pos:R:3:forces:R:3:nbo_charge:R:1 method="wB97M-V/def2-TZVPD" charge=+2
C -0.06683 1.83271 -1.01185 -1.6 0.6 -1.0 -0.687
C -0.26315 1.41667 0.41903 -0.5 2.2 1.4 0.016
C -0.02790 -0.02953 0.76535 1.3 -0.6 0.7 -0.492
C -1.02304 -1.03930 0.21791 -0.3 0.8 -0.5 0.125
C -2.19067 -0.76389 -0.34537 1.3 -0.3 0.4 -0.305
N -0.48189 -2.41121 0.12976 -0.1 -0.1 -0.8 -0.709
N 0.59318 2.41032 1.33341 1.1 -0.3 0.6 -0.699
H -0.01254 0.97206 -1.68382 0.5 0.2 0.1 0.253
H 0.67510 2.60940 -1.24703 0.2 -0.7 0.4 0.264
H -1.00419 2.33342 -1.30314 0.2 -0.1 -0.1 0.263
H -1.21609 1.75342 0.85592 -0.2 -0.4 -0.7 0.225
H 0.03006 -0.12990 1.86326 0.1 -0.1 -0.3 0.246
H 0.96883 -0.26543 0.34039 -0.3 -0.3 0.3 0.251
H -2.72251 -1.53111 -0.89042 -0.5 0.3 0.1 0.246
H -2.47767 0.27086 -0.28263 -0.7 0.0 -0.4 0.235
H 0.42358 -2.34643 -0.36707 0.7 -0.4 0.4 0.483
H -0.43215 -2.93817 1.00538 0.4 0.3 0.2 0.458
H -1.05146 -3.00441 -0.48413 -0.2 0.2 0.0 0.455
H 0.37207 3.41519 1.32381 -1.0 -0.3 -0.6 0.459
H 0.50176 2.16975 2.32657 0.1 -0.2 -0.1 0.444
H 1.60286 2.49032 1.14217 -0.1 -0.8 -0.2 0.446
H 3.06902 -2.59295 -0.76003 0.5 -0.2 0.1 0.505
H 2.43481 -2.37698 -2.14556 0.1 -0.1 -0.1 0.508
O 2.29882 -2.24483 -1.20190 -1.0 0.3 0.1 -0.991

---

25
Properties=species:S:1:pos:R:3:forces:R:3:nbo_charge:R:1 method="wB97M-V/def2-TZVPD" spin_multiplicity=2 charge=+1
C -0.91042 1.07427 -1.44054 0.0 0.9 -0.5 -0.248
N 0.42048 1.24421 -0.98326 -0.7 -0.8 -2.0 -0.315
C 1.17064 0.02976 -0.74194 0.5 -1.0 0.3 -0.266
C 2.08575 0.07305 0.48464 -0.7 1.2 0.1 -0.442
C 1.39936 0.77567 1.68968 0.1 -0.2 -0.3 -0.053
O 0.98954 -0.13117 2.69484 0.4 -0.2 -0.3 -0.704
C -1.92896 0.81610 -0.19448 0.2 -0.6 -0.4 -0.203
N -2.12020 -0.54059 0.11837 0.4 0.6 0.4 -0.738
H -0.95210 0.28448 -2.19916 -0.4 -0.4 0.5 0.254
H -1.24891 1.98394 -1.94693 0.2 0.0 0.3 0.237
H 0.87848 1.94355 -1.57685 0.3 0.2 1.1 0.425
H 0.53039 -0.85286 -0.70037 -0.6 0.4 0.3 0.215
H 1.74115 -0.21725 -1.64003 0.3 0.4 -0.2 0.253
H 2.26671 -0.93773 0.80809 0.6 -0.4 -0.2 0.235
H 2.98979 0.61279 0.20280 0.2 -0.3 0.3 0.228
H 0.47494 1.22168 1.33064 0.0 0.4 0.2 0.152
H 2.04564 1.56461 2.08446 -0.1 -0.1 0.1 0.188
H 1.73782 -0.72586 2.85291 -0.3 0.1 0.3 0.473
H -2.85000 1.33493 -0.48478 0.2 0.0 0.0 0.250
H -1.38699 1.29787 0.61044 -0.6 0.2 0.3 0.228
H -2.87452 -1.06132 -0.29873 -0.1 0.0 -0.1 0.418
H -1.92829 -0.75511 1.08426 -0.1 -0.4 0.1 0.415
H -1.03076 -2.29856 -0.29572 0.0 -0.2 0.0 0.456
H -0.34597 -3.50106 -0.95491 0.0 -0.2 0.0 0.473
O -1.15360 -3.23541 -0.50342 0.1 0.3 0.0 -0.932

---

26
Properties=species:S:1:pos:R:3:forces:R:3:nbo_charge:R:1 method="wB97M-V/def2-TZVPD" spin_multiplicity=2 charge=-1
N 2.88807 -0.30713 1.42127 -0.1 -0.1 -0.6 -0.854
C 2.01230 -0.88910 0.38140 1.3 -0.5 -0.3 -0.223
C 0.93055 0.00638 -0.21571 0.0 -1.5 0.3 -0.226
N 0.11536 -0.79267 -1.12236 -0.1 0.6 -0.8 -0.456
C 0.80905 -1.41142 -2.22758 -0.2 0.4 -0.5 -0.408
C -1.09157 -0.03463 -1.64956 -0.2 -1.0 0.8 -0.339
C -2.31935 -0.76388 -1.16810 -0.2 1.1 -0.9 0.005
O -2.80103 -0.42517 -0.01587 0.0 0.1 0.8 -0.838
H 2.81832 0.70095 1.38858 -0.1 0.0 0.3 0.358
H 2.61293 -0.63511 2.32907 -0.2 0.3 0.3 0.356
H 1.55904 -1.81759 0.73572 -0.3 0.2 0.3 0.189
H 2.69575 -1.28584 -0.37908 -0.1 0.4 -0.3 0.158
H 1.33435 0.92332 -0.66854 0.1 0.1 0.1 0.152
H 0.29020 0.20792 0.63982 -0.2 0.7 -0.2 0.197
H 0.15625 -2.08015 -2.79729 -0.3 -0.1 0.4 0.193
H 1.10349 -0.67018 -2.99653 0.5 0.1 0.1 0.138
H 1.66102 -1.99499 -1.91057 0.3 -0.1 0.0 0.182
H -1.02293 0.13225 -2.72813 0.2 -0.4 -0.2 0.159
H -1.10555 0.95875 -1.22173 0.1 0.3 0.3 0.197
H -2.52793 -1.73983 -1.62834 0.0 -0.1 0.1 0.076
H -1.86985 1.35072 0.87719 0.1 -0.6 -0.7 0.515
H -2.22911 2.77432 0.94899 0.3 0.2 -0.1 0.462
O -1.43583 2.22863 0.86817 -0.6 0.0 0.5 -0.992
H 0.56550 2.48676 2.92869 0.3 0.2 0.2 0.461
H -0.07150 1.32453 2.37905 -0.9 -0.6 -0.8 0.487
O 0.66031 1.53078 2.93955 0.6 0.5 0.7 -0.951

---

Calculated relative energy (zero: lowest compared OMol25 entry of this formula, charge and spin) in order - 0.8542, 0.8952, 11.1516, 0.6953, 0.0358, 1.5293 eV